[1]
Below is C16H31Br2Na2O13 as an isolated structure, with properties calculated with ωB97M-V with the def2-TZVPD basis set.

Summary:
Highest occupied orbital energy (eV): -11.252
Orbital gap (eV): 6.75
LUMO energy (eV): -4.5

The geometry in ORCA input format:
```
! RIJCOSX wB97M-V def2-TZVPD def2/J DEFGRID3
* xyz 1 1
O -11.2908 -14.5927 -2.4765
C -15.4282 -19.8319 -2.4012
Na -16.4185 -14.9642 -6.1076
O -17.2970 -11.8799 -3.7955
H -16.5962 -9.0397 0.4618
H -17.4427 -13.1401 -2.2525
H -15.0658 -19.1683 -3.1924
H -12.7934 -13.7546 0.1883
C -14.3600 -20.0016 -1.3340
O -16.0748 -12.6556 -0.1324
H -13.6098 -19.8568 -6.8110
Br -12.0353 -19.6723 -4.3577
C -17.2877 -10.0375 -6.7319
H -17.3698 -10.5735 -0.0032
O -15.5203 -21.1037 -3.0506
C -12.0066 -12.3693 -3.8666
H -16.3782 -9.4237 -6.7414
O -15.5267 -16.1514 -3.9799
O -16.5412 -12.5577 -5.8010
C -16.7573 -12.9941 -3.0858
C -16.6727 -10.0983 0.6920
H -14.2103 -18.6204 -4.8482
C -13.4454 -18.7822 -6.7647
H -14.7653 -20.3746 -0.3899
C -13.2363 -18.4424 -5.2927
H -12.8732 -17.4187 -5.2645
H -14.1236 -16.0424 -2.4052
H -13.3071 -18.2863 -2.1473
H -12.7543 -12.9676 -1.4010
C -13.3974 -13.2609 -0.5682
H -11.5763 -12.0458 -2.9187
O -13.9934 -22.7061 -3.4475
C -14.3410 -15.6566 -3.4034
H -14.1687 -13.8893 -1.0048
C -13.4928 -18.7721 -1.1880
C -9.8682 -16.5395 -3.6707
H -12.4986 -18.9980 -0.8024
H -13.5182 -15.8925 -4.0911
H -16.3788 -19.5934 -1.9189
H -16.8528 -13.8547 -3.7544
O -15.3922 -10.6785 0.7042
O -17.5429 -10.5645 -5.4450
H -14.3683 -14.5574 -3.3514
Na -17.7534 -17.0635 -3.6313
C -17.0742 -11.7268 -5.0930
C -15.1889 -11.8791 0.1443
H -9.1845 -17.1335 -4.2675
H -18.0477 -9.3275 -7.0399
H -15.7772 -12.8842 -2.6341
H -13.9630 -18.0333 -0.5380
H -10.7849 -17.1149 -3.5378
O -11.2041 -13.4280 -4.3905
Br -15.1377 -17.9179 -7.3370
H -9.4558 -16.4002 -2.6716
H -13.0301 -12.7180 -3.7709
C -14.3159 -21.7238 -2.8592
O -10.1683 -15.3055 -4.3038
H -17.0692 -10.8360 -7.4399
H -17.1754 -10.2244 1.6552
O -13.6352 -21.1295 -1.8738
H -12.6642 -18.4107 -7.4164
H -11.8794 -11.5297 -4.5428
C -10.9152 -14.4573 -3.6187
O -13.8791 -12.0451 0.0295
*
```

=====

[2]
Below is C20H26AuEuI2O5S as an isolated structure, with properties calculated with ωB97M-V with the def2-TZVPD basis set.

Summary:
Highest occupied orbital energy (spin up / spin down) (eV): -20.064 / -20.086
<S²>: 20.072
Orbital gap (spin up / spin down) (eV): 4.34 / 3.81
LUMO energy (spin up / spin down) (eV): -15.7 / -16.3

The geometry in ORCA input format:
```
! RIJCOSX wB97M-V def2-TZVPD def2/J DEFGRID3
* xyz 4 9
C 0.4428 0.4703 3.4181
H 0.3942 -0.4912 2.8692
H -4.3016 -2.3316 -4.6191
C -0.0610 -1.5528 -3.9004
C 0.6973 0.0749 4.8753
C -0.8954 1.1769 3.2644
Au -0.4809 -0.2935 -2.4814
O 2.5026 -0.3044 -2.8902
H 4.8236 2.2051 0.8503
H -5.3868 -1.2916 -1.8397
H -1.2080 1.3203 2.2192
O -0.7296 -2.3745 3.7272
C 4.0291 1.3468 2.6734
C 1.5558 1.2574 1.2389
H -2.5388 -3.6357 -1.4773
C 4.2663 1.3521 -1.3729
H 1.5180 -0.6466 4.9037
C -2.6803 -3.3040 -2.5123
H 4.0339 3.9191 -0.5648
H 2.1650 1.7548 -1.5410
C 2.8370 1.0284 3.3712
C -4.8243 -2.2260 -1.8722
C -2.8625 -3.1225 0.9262
H 4.4738 1.4842 -2.4419
H 2.2504 4.0659 -0.6175
C 3.1194 3.5515 -1.0680
O 0.0352 -2.0676 -4.9354
H -5.4359 -2.9784 -2.3860
H -3.2274 -4.1045 -3.0416
I -2.8658 3.0506 -2.2319
C 1.4580 -0.1666 -2.4165
H -2.7601 -1.4574 -4.5589
C 3.9345 1.7752 1.3324
I -4.0368 2.1246 0.2471
C -3.7134 -1.6008 -4.0570
H 3.1975 3.8349 -2.1356
C -3.4982 -2.0271 -2.6028
H -0.8445 2.2028 3.6428
O 0.5206 0.8545 0.5803
H -4.6779 -2.5633 -0.8415
C -1.1217 -2.0710 2.6781
O -3.3852 -4.0955 1.2017
C 1.5869 1.1330 2.7173
H 4.2518 0.2850 -1.1163
H -1.7177 0.6734 3.7835
H -0.1610 -0.4208 5.3409
S -2.7346 -0.4298 -1.8537
C 2.7546 1.6891 0.5603
H 5.0156 1.3401 3.1813
H 2.8834 0.7368 4.4466
H -4.2442 -0.6498 -4.0636
Eu -1.6445 -0.1208 0.6126
H -1.6999 -3.2031 -2.9767
H 5.0807 1.8214 -0.8267
H 0.9291 0.9490 5.4870
C 2.9807 2.0527 -0.9063
*
```

=====

[3]
Below is one molecule with the formula C2H2N2O, with properties calculated with ωB97M-V with the def2-TZVPD basis set.

Summary:
ΔE to the lowest compared entry with this formula, charge and spin (kcal/mol): 34.0
Highest occupied orbital energy (spin up / spin down) (eV): -7.936 / -11.036
<S²>: 2.009
Orbital gap (spin up / spin down) (eV): 8.80 / 8.25
LUMO energy (spin up / spin down) (eV): 0.9 / -2.8

The geometry in ORCA input format:
```
! RIJCOSX wB97M-V def2-TZVPD def2/J DEFGRID3
* xyz 0 3
H 0.7040 -0.5395 -1.4542
C 0.0337 -0.0627 -0.7193
N -1.1828 -0.7370 -0.0775
C 0.3994 0.1539 0.7954
O 1.2622 0.5457 1.4829
N -1.0000 -0.2782 1.0603
H -0.2166 0.9178 -1.0876
*
```

=====

Max |F| values, unit eV Å⁻¹, following the record order: 1.78 9.18 3.07.
M values, unit g mol⁻¹, following the record order: 637.20 981.23 70.05.